ORCA calculation (ωB97M-V/def2-TZVPD) on a molecular structure, C23H22MnN5Se.

Each line ends with the Mulliken charge.
CARTESIAN COORDINATES (ANGSTROEM)
1 Mn 0.098 0.540 -0.397  0.482
2 N 3.131 3.358 1.208  0.072
3 C 2.500 2.351 0.616  -0.509
4 N 1.217 2.144 0.692  -0.013
5 C 0.417 3.031 1.407  0.183
6 N -0.868 2.876 1.480  -0.812
7 N -1.284 1.774 0.772  0.133
8 C -2.503 1.425 0.870  -0.488
9 C -2.923 0.215 0.149  0.868
10 C -4.241 -0.197 0.146  -0.829
11 C -4.574 -1.356 -0.547  -0.341
12 C -3.579 -2.049 -1.206  -1.032
13 C -2.275 -1.569 -1.155  0.040
14 N -1.949 -0.463 -0.491  0.067
15 C 1.055 4.152 2.090  0.759
16 C 0.336 5.080 2.848  -0.212
17 C 0.992 6.118 3.470  -0.786
18 C 2.377 6.249 3.346  -0.390
19 C 3.106 5.345 2.602  -0.860
20 C 2.436 4.298 1.977  0.121
21 H 4.129 3.449 1.096  0.279
22 H 3.095 1.660 0.026  0.388
23 H -3.210 1.986 1.475  0.416
24 H -4.989 0.378 0.674  0.428
25 H -5.598 -1.703 -0.568  0.444
26 H -3.790 -2.955 -1.756  0.463
27 H -1.470 -2.087 -1.659  0.445
28 H -0.735 4.961 2.932  0.475
29 H 0.436 6.835 4.057  0.424
30 H 2.887 7.066 3.837  0.413
31 H 4.179 5.443 2.502  0.385
32 C -0.541 -5.931 -1.079  -1.534
33 C 0.008 -4.552 -1.325  0.564
34 C 0.122 -4.036 -2.609  -1.124
35 C 0.632 -2.764 -2.859  0.799
36 C 0.719 -2.271 -4.275  -1.736
37 C 1.045 -1.972 -1.776  0.086
38 Se 1.659 -0.172 -2.140  -0.241
39 C 0.973 -2.491 -0.473  1.748
40 C 1.449 -1.726 0.736  -1.872
41 C 0.448 -3.763 -0.270  -0.846
42 H -0.891 -6.387 -2.004  0.373
43 H -1.375 -5.905 -0.376  0.339
44 H 0.223 -6.583 -0.653  0.355
45 H -0.192 -4.642 -3.452  0.313
46 H 0.387 -3.040 -4.970  0.398
47 H 1.742 -1.991 -4.529  0.351
48 H 0.108 -1.378 -4.420  0.360
49 H 2.351 -1.152 0.527  0.364
50 H 1.646 -2.406 1.565  0.500
51 H 0.686 -1.037 1.150  0.356
52 H 0.395 -4.154 0.741  0.431

Computed properties:
Multiplicity: 6
⟨S²⟩: 8.758
Largest force on an atom: 0.2 eV Å⁻¹
HOMO energy (spin up / spin down): -10.06 / -10.21 eV
Total energy: -128321.9033 eV
Relative energy (zero: lowest compared OMol25 entry of this formula, charge and spin): 0.0 kcal per mole
LUMO level (spin up / spin down): -3.799 / -3.863 eV
Charge: +1